The following is a quantum chemistry calculation of a molecular structure, C38H60BBr2F3N3O12S, from the Open Molecules 2025 dataset.

Computed properties:
Strongest force on any atom, eV/Å: 2.34
Relative energy (zero: lowest compared OMol25 entry of this formula, charge and spin), kJ/mol: 0.00
Net charge: +1
HOMO, eV: -10.490
2S+1: 1

The geometry in XYZ format:
```
120
C38H60BBr2F3N3O12S | the Open Molecules 2025 dataset | ωB97M-V with the def2-TZVPD basis set
C 5.0871 -3.9215 2.3411
C 4.2317 -3.1121 2.6379
C 3.1288 -2.2998 3.0992
C 2.1341 -2.0188 1.9697
C 0.8335 -1.4945 2.6118
C -0.1612 -0.9093 1.6138
C -0.1334 -1.6517 0.2868
N -1.3240 -1.3618 -0.5926
B -2.1011 -2.6665 -0.8628
N -2.5063 -3.5738 0.1566
O -2.3644 -2.9322 -2.1908
C -2.2140 -0.2892 -0.0560
N -3.4292 -0.4316 -0.8363
C -1.6302 1.0763 -0.4359
C -0.3823 1.2760 -0.7868
C -2.5032 -0.4477 1.4806
C -2.6144 0.9638 2.0790
C -3.1251 0.9417 3.5301
C -2.7049 2.2123 4.2315
F -3.3739 2.3888 5.3616
Br -3.0874 3.8264 3.1708
C -1.1582 2.2216 4.6100
F -1.0438 2.6920 5.8139
F -0.6228 1.0278 4.5612
Br -0.0544 3.4046 3.4955
C -3.8129 -1.2276 1.7807
S -3.5548 -2.3543 3.2066
C -5.2134 -3.0686 3.4291
C -5.7288 -3.7710 2.1582
O -1.4516 -1.0922 2.1846
H 5.8416 -4.6180 2.1129
H 2.5702 -2.8236 3.8705
H 3.4587 -1.3701 3.5490
H 1.8980 -2.9352 1.4377
H 2.4964 -1.2458 1.2951
H 0.3145 -2.2480 3.1998
H 1.1069 -0.7111 3.3128
H 0.0321 0.1607 1.5372
H -0.0231 -2.7056 0.5053
H 0.7740 -1.3741 -0.2368
H -0.9639 -1.0602 -1.4998
H -1.7541 -4.1372 0.5315
H -3.2484 -4.1567 -0.2104
H -1.7471 -3.6049 -2.4979
H -4.1552 0.1742 -0.4745
H -3.2598 -0.1459 -1.7969
H -2.3477 1.8760 -0.4080
H 0.4590 0.7205 -0.4067
H -0.1679 2.0781 -1.4793
H -3.3217 1.5739 1.5280
H -1.6374 1.4274 2.1276
H -4.2039 0.8708 3.5975
H -2.6840 0.1246 4.0924
H -4.6311 -0.5385 1.9733
H -4.1106 -1.8700 0.9633
H -5.0953 -3.7955 4.2214
H -5.8933 -2.2952 3.7650
H -6.0384 -4.7895 2.3575
H -4.9087 -3.8098 1.4519
H -6.5731 -3.2512 1.7180
O 4.5992 0.2068 -0.6197
C 4.0807 1.2562 -0.3737
O 2.7731 1.3548 -0.0040
C 2.4031 2.7469 0.1113
C 3.7064 3.4946 0.3212
C 4.6883 2.6369 -0.4697
H 1.9067 3.0492 -0.8139
H 1.7053 2.8618 0.9399
H 3.6567 4.5249 -0.0083
H 3.9814 3.4905 1.3787
H 4.7215 2.9240 -1.5232
H 5.6857 2.6534 -0.0408
O -6.2986 -7.1039 0.7338
C -7.2908 -7.3038 1.3707
O -7.3288 -7.2097 2.7222
C -8.6240 -7.6113 3.2082
C -9.5652 -7.4331 2.0266
C -8.6474 -7.7268 0.8425
H -8.5619 -8.6500 3.5382
H -8.8966 -6.9892 4.0572
H -10.4436 -8.0729 2.0774
H -9.9066 -6.3978 1.9780
H -8.6134 -8.7906 0.6041
H -8.9138 -7.1524 -0.0398
O 4.1587 5.5848 -1.9633
C 3.5976 6.6174 -1.7318
O 2.2995 6.6746 -1.3518
C 1.8764 8.0497 -1.2523
C 3.1579 8.8463 -1.0608
C 4.1693 8.0149 -1.8467
H 1.3531 8.3166 -2.1723
H 1.1903 8.1538 -0.4155
H 3.0756 9.8781 -1.3953
H 3.4332 8.8568 -0.0052
H 4.1999 8.2942 -2.9006
H 5.1656 8.0606 -1.4171
O -0.6619 1.2241 -4.4610
C 0.4572 1.6316 -4.3312
O 0.7394 2.8919 -3.9286
C 2.1675 3.1146 -3.9600
C 2.7823 1.7277 -3.8825
C 1.7431 0.8751 -4.6047
H 2.4214 3.6314 -4.8868
H 2.4499 3.7460 -3.1196
H 3.7776 1.6761 -4.3111
H 2.8505 1.4119 -2.8374
H 1.9126 0.8426 -5.6817
H 1.6870 -0.1331 -4.2029
O 5.9822 2.2954 -3.7375
C 6.5269 1.3290 -4.1874
O 6.2600 0.8452 -5.4231
C 6.9848 -0.3815 -5.6374
C 8.1462 -0.3341 -4.6564
C 7.5461 0.4511 -3.4925
H 6.3109 -1.2189 -5.4438
H 7.3127 -0.4270 -6.6729
H 8.5174 -1.3197 -4.3833
H 8.9745 0.2280 -5.0901
H 7.0248 -0.1953 -2.7839
H 8.2861 1.0548 -2.9753
```


The following is a quantum chemistry calculation of a molecular structure, C38H61I2N7O6SSiTi, from the Open Molecules 2025 dataset.

Computed properties:
Strongest force on any atom, eV/Å: 1.36
Relative energy (zero: lowest compared OMol25 entry of this formula, charge and spin), kJ/mol: 214.15
Net charge: 0
HOMO (spin up / spin down), eV: -4.421 / -7.506
2S+1: 3

The geometry in XYZ format:
```
117
C38H61I2N7O6SSiTi | the Open Molecules 2025 dataset | ωB97M-V with the def2-TZVPD basis set
Ti 0.3319 0.5295 1.0337
I 4.8012 -1.3134 7.4745
C 3.7819 -0.7489 5.7360
C 3.8811 -1.5157 4.5888
C 3.2019 -1.1099 3.4561
I 3.4079 -2.2262 1.7087
C 2.3722 0.0370 3.4076
O 1.7592 0.3856 2.2980
C 2.2997 0.7885 4.6021
C 1.3846 1.9788 4.7454
N 0.0119 1.6783 4.2969
C -0.5449 0.4168 4.7803
C -0.8958 -0.6438 3.7405
C -1.3834 -1.8202 4.2792
C -1.9962 -2.7910 3.4977
C -2.1688 -2.4818 2.1346
C -1.6349 -1.3345 1.6400
N -0.8941 -0.4088 2.3662
C 2.9966 0.3854 5.7367
H 4.4738 -2.4194 4.5714
H 1.3980 2.2826 5.7968
H 1.7425 2.8288 4.1545
H -0.5900 2.4406 4.5758
H 0.1363 -0.0376 5.5024
H -1.4672 0.6335 5.3324
H -1.3094 -1.9589 5.3536
H -2.3710 -3.7108 3.9255
H -2.7181 -3.1372 1.4696
H -1.7584 -1.1199 0.5909
H 2.9068 0.9748 6.6414
C 0.4387 1.7032 -1.8596
C -1.0236 1.3128 -1.5229
N -1.2654 1.5977 -0.1022
C -1.4788 3.0319 0.1412
C -0.8595 3.3917 1.4943
N 0.3425 2.5989 1.6815
C 1.6257 3.1693 1.2697
C 1.8955 2.9159 -0.2276
N 1.3332 1.6216 -0.6687
H 0.7966 1.0519 -2.6496
H 0.4639 2.7236 -2.2476
H -1.7147 1.8651 -2.1696
H -1.1563 0.2499 -1.6903
H -2.0706 1.0943 0.2735
H -0.9971 3.6023 -0.6534
H -2.5441 3.2774 0.1288
H -0.6565 4.4652 1.5575
H -1.5658 3.1216 2.2823
H 0.3614 2.2356 2.6497
H 1.6750 4.2457 1.4698
H 2.4042 2.6766 1.8452
H 1.4340 3.7170 -0.8069
H 2.9704 2.9659 -0.4115
H 2.0638 0.9355 -0.8600
C -1.0090 -2.3039 -4.0087
C 0.0713 -1.4238 -4.6331
C 0.8884 -2.2223 -5.6450
C -0.5595 -0.2137 -5.3063
O 0.9464 -0.9053 -3.6261
Si 1.6203 -1.5874 -2.2774
S 0.4425 -1.4408 -0.5771
O 2.9239 -0.6114 -1.9645
C 4.0368 -0.2064 -2.7786
C 4.5021 -1.3440 -3.6819
C 3.6153 0.9902 -3.6282
C 5.1405 0.1833 -1.8076
O 1.9669 -3.1111 -2.7572
C 2.2512 -4.3748 -2.1381
C 1.1551 -4.7558 -1.1487
C 2.3020 -5.3877 -3.2726
C 3.5988 -4.3050 -1.4299
H -1.6965 -2.6654 -4.7758
H -1.5730 -1.7396 -3.2625
H -0.5506 -3.1595 -3.5087
H 0.2418 -2.6153 -6.4326
H 1.3857 -3.0521 -5.1432
H 1.6483 -1.5825 -6.1009
H -1.1862 -0.5263 -6.1440
H 0.2200 0.4539 -5.6805
H -1.1783 0.3372 -4.5929
H 3.7017 -1.6439 -4.3632
H 4.7819 -2.2100 -3.0805
H 5.3660 -1.0275 -4.2688
H 2.7454 0.7221 -4.2296
H 4.4287 1.2913 -4.2919
H 3.3497 1.8396 -2.9915
H 5.3898 -0.6674 -1.1705
H 4.8081 1.0023 -1.1645
H 6.0350 0.5001 -2.3483
H 0.1771 -4.7092 -1.6337
H 1.1394 -4.0671 -0.3033
H 1.3234 -5.7704 -0.7802
H 1.3266 -5.4615 -3.7579
H 2.5766 -6.3699 -2.8826
H 3.0404 -5.0851 -4.0179
H 3.6126 -3.4481 -0.7520
H 4.4121 -4.1927 -2.1492
H 3.7689 -5.2102 -0.8443
O -8.4359 4.0530 1.5615
C -7.4957 4.1029 0.4904
N -7.5844 2.9120 -0.2827
C -6.8092 1.7799 -0.2223
O -6.8942 0.9362 -1.0883
C -5.8297 1.6370 0.9040
C -6.0454 2.0573 2.2056
C -5.0345 1.8792 3.1373
C -3.8386 1.3127 2.7313
N -3.6291 0.8716 1.4959
C -4.6225 1.0066 0.6179
H -8.4522 4.9067 2.0073
H -6.4817 4.2093 0.8750
H -7.7152 4.9542 -0.1551
H -8.3068 2.8606 -0.9842
H -7.0013 2.4806 2.4919
H -5.1730 2.1717 4.1698
H -3.0060 1.1793 3.4169
H -4.4597 0.6133 -0.3813
```


The following is a quantum chemistry calculation of 7 unconnected molecules or ions with the total composition C38H62BrN3O24, from the Open Molecules 2025 dataset.

Computed properties:
Strongest force on any atom, eV/Å: 5.80
SMILES: [H]/N=C\CC1=C(CON=O)C(=O)C(N(C)C(C)=O)=C(CC(=O)Br)C1=O.CCOC(=O)OC.CCOC(=O)OC.CCOC(=O)OC.CCOC(=O)OC.CCOC(=O)OC.CCOC(=O)OC
Net charge: 0
HOMO, eV: -10.128
2S+1: 1

The geometry in XYZ format:
```
128
C38H62BrN3O24 | the Open Molecules 2025 dataset | ωB97M-V with the def2-TZVPD basis set
C -3.9432 4.7339 0.0075
C -3.8499 3.1976 -0.4784
O -4.8932 2.6910 -0.9642
N -2.5764 2.4977 -0.2710
C -1.3807 3.3937 -0.4310
C -2.3826 1.3818 -1.2126
C -1.8931 0.1276 -0.7439
C -1.5520 -0.2374 0.7699
C -0.6234 0.8204 1.5291
O -1.0996 1.7595 2.2242
Br 1.3474 0.6788 1.4572
C -1.6791 -1.0613 -1.8121
O -1.0636 -2.1364 -1.5157
C -2.2629 -1.0042 -3.3088
C -2.2674 -2.3121 -4.2548
C -1.0794 -2.0758 -5.3395
N 0.1963 -1.9614 -4.9974
C -2.7710 0.2382 -3.7668
C -3.4164 0.3693 -5.2386
O -4.7365 -0.2845 -5.3295
N -5.4854 0.2128 -4.2977
O -6.1207 -0.6728 -3.8068
C -2.6942 1.5169 -2.7909
O -2.8692 2.6359 -3.3564
H -3.8311 4.7039 1.1586
H -4.9807 5.1408 -0.2946
H -3.1800 5.4192 -0.4909
H -1.1480 3.9765 0.5365
H -1.4812 4.0705 -1.3448
H -0.4778 2.6988 -0.6348
H -2.5074 -0.3932 1.3998
H -0.9961 -1.2515 0.8271
H -3.2846 -2.4949 -4.7435
H -1.9402 -3.2286 -3.6311
H -1.2828 -1.9850 -6.4728
H 0.2776 -2.0484 -3.9642
H -2.7629 -0.0937 -6.0550
H -3.6061 1.4741 -5.5214
C -2.1099 -4.7234 0.9046
C -2.0430 -5.0492 -0.5754
O -1.3153 -6.2639 -0.8029
C -1.9831 -7.3985 -0.5351
O -3.1199 -7.4791 -0.1385
O -1.1533 -8.4321 -0.7628
C -1.7078 -9.7030 -0.4205
H -1.1066 -4.7048 1.3396
H -2.5857 -3.7537 1.0652
H -2.6786 -5.4789 1.4515
H -1.5016 -4.2559 -1.0962
H -3.0400 -5.1064 -1.0227
H -2.6725 -9.8605 -0.9068
H -1.8067 -9.7840 0.6647
H -1.0176 -10.4740 -0.7647
C 0.6215 10.1753 2.5801
C -0.7689 9.5838 2.7156
O -0.8292 8.2690 2.1471
C -0.2898 7.2904 2.8929
O 0.2189 7.4213 3.9791
O -0.3946 6.1386 2.2065
C 0.2313 5.0260 2.8468
H 0.9506 10.1496 1.5376
H 0.6381 11.2083 2.9330
H 1.3528 9.6048 3.1568
H -1.4803 10.1988 2.1591
H -1.1025 9.5692 3.7574
H -0.1240 4.9039 3.8718
H 1.3165 5.1512 2.8287
H -0.0233 4.1270 2.2850
C 3.9286 16.4344 3.9210
C 4.5287 15.3338 3.0667
O 3.5641 14.3099 2.7912
C 2.6549 14.6093 1.8491
O 2.5905 15.6395 1.2236
O 1.8107 13.5682 1.7399
C 0.7298 13.7964 0.8368
H 3.4834 16.0169 4.8282
H 4.6906 17.1640 4.2018
H 3.1317 16.9587 3.3889
H 5.3455 14.8558 3.6125
H 4.9495 15.7273 2.1368
H 1.0895 14.1139 -0.1440
H 0.0491 14.5410 1.2559
H 0.1866 12.8582 0.7175
C 2.5131 0.1885 -5.5064
C 3.9693 0.6102 -5.5688
O 4.6690 -0.1002 -6.5987
C 4.4436 0.3261 -7.8518
O 3.7264 1.2423 -8.1745
O 5.1393 -0.4617 -8.6907
C 4.9105 -0.1770 -10.0698
H 2.4308 -0.8954 -5.4028
H 2.0084 0.6658 -4.6637
H 1.9825 0.4600 -6.4217
H 4.4602 0.3589 -4.6256
H 4.0724 1.6907 -5.7074
H 5.0796 0.8786 -10.2920
H 3.8945 -0.4694 -10.3446
H 5.6132 -0.7701 -10.6560
C 1.7991 -8.6987 0.2972
C 1.2304 -7.7167 1.3031
O 1.8687 -7.8568 2.5804
C 3.0951 -7.3177 2.6802
O 3.6878 -6.7300 1.8090
O 3.5603 -7.5687 3.9175
C 4.9030 -7.1327 4.1272
H 1.7491 -9.7199 0.6861
H 1.2490 -8.6490 -0.6431
H 2.8512 -8.4902 0.0900
H 0.1701 -7.9302 1.4578
H 1.3026 -6.6851 0.9466
H 5.0244 -6.0790 3.8687
H 5.5886 -7.7525 3.5448
H 5.1352 -7.2578 5.1853
C -3.4954 -12.0923 5.8440
C -3.4281 -10.5770 5.8724
O -2.1068 -10.1249 6.1941
C -1.2120 -10.1924 5.1941
O -1.4273 -10.5833 4.0711
O -0.0275 -9.7705 5.6663
C 1.0408 -9.8849 4.7251
H -3.1213 -12.5111 6.7821
H -4.5217 -12.4304 5.6876
H -2.8742 -12.5014 5.0440
H -4.0882 -10.1995 6.6569
H -3.7664 -10.1393 4.9286
H 0.7961 -9.3930 3.7847
H 1.2751 -10.9394 4.5582
H 1.9188 -9.3979 5.1499
```


The following is a quantum chemistry calculation of a molecular structure, C38H63BaF4N11OP, from the Open Molecules 2025 dataset.

Computed properties:
Strongest force on any atom, eV/Å: 1.43
Relative energy (zero: lowest compared OMol25 entry of this formula, charge and spin), kJ/mol: 242.06
Net charge: +1
HOMO, eV: -8.420
2S+1: 1

The geometry in XYZ format:
```
119
C38H63BaF4N11OP | the Open Molecules 2025 dataset | ωB97M-V with the def2-TZVPD basis set
Ba -0.8554 0.0048 1.5840
C -4.7530 -0.4587 2.8641
N -3.4066 -0.4762 3.4203
C -3.2248 -1.7054 4.1813
C -3.2139 0.6894 4.3104
C -2.9337 2.0081 3.5877
N -1.5982 2.0266 3.0108
C -0.6279 2.7942 3.5351
C 0.7354 2.4839 3.2796
F 1.0134 1.3471 2.5362
C 1.8187 3.2006 3.7182
F 3.0492 2.7521 3.3999
C 1.6695 4.3325 4.4946
C 0.3623 4.6852 4.7744
F 0.1286 5.7902 5.4978
C -0.7311 3.9726 4.3261
F -1.9474 4.4910 4.6147
H -5.5145 -0.5933 3.6475
H -4.8713 -1.2596 2.1302
H -4.9480 0.4845 2.3590
H -3.9365 -1.7827 5.0178
H -2.2108 -1.7516 4.5747
H -3.3958 -2.5726 3.5348
H -2.3561 0.4790 4.9524
H -4.1000 0.7930 4.9585
H -3.1092 2.8031 4.3098
H -3.6872 2.1543 2.8038
H 2.5113 4.9077 4.8463
C 1.5638 0.0415 5.7655
C 0.9768 -1.0064 4.8612
O -0.0493 -0.8053 4.2228
N 1.6509 -2.1798 4.7724
C 1.2956 -3.1829 3.7849
C 2.0376 -2.9615 2.4876
C 3.2351 -3.6151 2.2409
C 3.9612 -3.2876 1.1045
C 3.4536 -2.3249 0.2524
C 2.2280 -1.7438 0.5554
N 1.5238 -2.0510 1.6480
H 0.7610 0.6716 6.1396
H 2.2287 0.6672 5.1649
H 2.1329 -0.3797 6.5931
H 2.5464 -2.2366 5.2289
H 0.2221 -3.0966 3.6221
H 1.5100 -4.1710 4.1928
H 3.5972 -4.3571 2.9415
H 4.9071 -3.7696 0.8937
H 3.9844 -2.0206 -0.6391
H 1.7601 -1.0193 -0.1094
N -1.5544 -4.4220 -1.7257
C -2.6863 -3.4203 -1.7172
C -2.2947 -2.2856 -0.7928
N -1.9495 -2.7173 0.5585
C -0.9581 -3.7756 0.5592
C -1.3039 -4.9559 -0.3392
H -0.7138 -3.9373 -2.0627
H -1.7436 -5.1819 -2.3773
H -3.5656 -3.9746 -1.3860
H -2.8294 -3.0862 -2.7438
H -3.0995 -1.5563 -0.7459
H -1.4348 -1.7217 -1.1896
H -2.7680 -2.9539 1.1090
H -0.7873 -4.1349 1.5734
H -0.0117 -3.3483 0.2151
H -2.2216 -5.4646 -0.0436
H -0.4921 -5.6785 -0.4079
N -3.7215 1.8266 0.0081
C -3.4689 0.7003 0.1090
H -3.8799 2.8086 -0.0976
N -0.1912 0.1365 -0.8296
P 0.4907 0.5410 -2.1446
N 1.9349 1.3589 -1.8991
C 2.6110 2.0641 -2.9812
C 2.5277 3.5776 -2.8050
C 3.0386 3.9944 -1.4292
C 2.3108 3.2236 -0.3321
C 2.4263 1.7269 -0.5825
N -0.4692 1.4455 -3.1940
C -1.5950 2.1801 -2.6388
C -1.6091 3.6306 -3.1030
C -1.5761 3.7194 -4.6244
C -0.4054 2.9152 -5.1797
C -0.4243 1.4861 -4.6486
N 1.0073 -0.6513 -3.2578
C -0.0228 -1.5200 -3.7766
C 0.3868 -2.1491 -5.1017
C 1.7101 -2.8920 -4.9517
C 2.7618 -1.9802 -4.3285
C 2.2433 -1.3843 -3.0266
H 2.1792 1.7593 -3.9356
H 3.6689 1.7591 -3.0052
H 1.4818 3.8786 -2.9147
H 3.0929 4.0772 -3.5960
H 2.9318 5.0712 -1.2866
H 4.1115 3.7769 -1.3644
H 1.2484 3.4934 -0.3255
H 2.7151 3.4704 0.6527
H 1.8706 1.1628 0.1615
H 3.4839 1.4274 -0.5049
H -1.5354 2.1089 -1.5549
H -2.5363 1.6894 -2.9416
H -0.7407 4.1443 -2.6793
H -2.4983 4.1336 -2.7107
H -1.5196 4.7592 -4.9512
H -2.5116 3.3154 -5.0294
H 0.5395 3.3864 -4.8944
H -0.4385 2.8954 -6.2717
H 0.4494 0.9384 -4.9953
H -1.3125 0.9719 -5.0559
H -0.9582 -0.9639 -3.8676
H -0.2060 -2.3393 -3.0411
H 0.4868 -1.3538 -5.8449
H -0.4012 -2.8194 -5.4591
H 2.0468 -3.2883 -5.9106
H 1.5622 -3.7591 -4.2923
H 2.9997 -1.1629 -5.0151
H 3.6888 -2.5280 -4.1440
H 2.9732 -0.7132 -2.5772
H 2.0619 -2.2056 -2.3064
```


Question: Look up the 2S+1 of the first one.
Answer: 1


Question: Among the records above, which one has the lowest strongest force on any atom?
Answer: C38H61I2N7O6SSiTi